No. 1
The following is a DFT calculation (ωB97M-V/def2-TZVPD) of a single C5H10O2 molecule.

Summary:
energy relative to the best compared isomer or geometry (same formula, charge and spin): 4.347 eV
total charge: 0
structure (SMILES): CO[C@H]1CO[C@H]1C
HOMO-LUMO gap: 10.38 eV
molecular weight: 102.13 g/mol

Element x y z (Å)
C1 -1.707 0.410 -1.169
O1 -0.349 0.370 -0.950
C2 0.364 0.949 0.104
C3 -0.003 0.709 1.588
O2 1.122 -0.160 1.773
C4 1.443 -0.102 0.361
C5 0.936 -1.460 -0.493
H1 -2.288 0.422 -0.240
H2 -1.904 1.279 -1.796
H3 -1.975 -0.500 -1.731
H4 0.587 1.980 -0.181
H5 -0.957 0.198 1.757
H6 0.060 1.587 2.247
H7 2.521 0.167 0.280
H8 1.750 -1.726 -1.158
H9 0.742 -2.140 0.325
H10 0.035 -1.597 -1.149

No. 2
The following is a DFT calculation (ωB97M-V/def2-TZVPD) of 12 unconnected molecules or ions with the total composition C38H100O14.

Summary:
total charge: 0
structure (SMILES): CC(C)O.CC(C)O.CC(C)O.CC(C)O.CC(C)O.CC(C)O.CC(C)O.CC(C)O.CC(C)O.CC(C)O.COCCOC.COCCOC
HOMO-LUMO gap: 10.12 eV
molecular weight: 781.20 g/mol

Element x y z (Å)
C1 4.612 -0.243 4.001
C2 3.721 -1.416 3.672
C3 2.542 -1.092 2.750
O1 4.455 -2.492 3.231
H1 3.860 0.446 4.456
H2 5.040 0.233 3.091
H3 5.376 -0.434 4.735
H4 3.225 -1.628 4.674
H5 2.903 -0.927 1.701
H6 1.943 -0.239 3.170
H7 1.923 -2.006 2.708
H8 3.805 -3.040 2.801
C4 0.224 -6.006 0.445
C5 0.623 -4.996 1.470
C6 -0.543 -4.219 2.015
O2 1.294 -5.681 2.521
H9 -0.402 -6.725 0.913
H10 1.058 -6.572 0.117
H11 -0.227 -5.535 -0.417
H12 1.351 -4.353 1.005
H13 -0.989 -3.549 1.307
H14 -0.173 -3.666 2.874
H15 -1.288 -4.892 2.415
H16 1.902 -6.321 2.133
C7 3.793 -2.649 -0.363
C8 5.202 -1.969 -0.183
C9 6.367 -2.815 -0.690
O3 5.150 -0.735 -0.917
H17 3.041 -1.863 -0.293
H18 3.559 -3.445 0.354
H19 3.842 -3.194 -1.305
H20 5.344 -1.750 0.925
H21 6.438 -3.732 -0.047
H22 7.247 -2.200 -0.749
H23 6.097 -3.027 -1.732
H24 5.614 -0.163 -0.339
C10 1.026 0.402 -0.817
C11 -0.298 0.182 -0.170
C12 -0.545 -1.284 0.331
O4 -0.286 1.059 0.944
H25 1.077 1.358 -1.303
H26 1.191 -0.438 -1.500
H27 1.689 0.313 0.065
H28 -1.130 0.443 -0.849
H29 0.408 -1.752 0.674
H30 -0.943 -1.954 -0.418
H31 -1.201 -1.223 1.151
H32 -1.089 0.877 1.494
C13 0.652 5.201 -0.598
C14 1.805 4.565 -1.360
C15 2.436 5.505 -2.374
O5 2.850 4.263 -0.468
H33 0.932 6.198 -0.196
H34 0.485 4.526 0.259
H35 -0.312 5.396 -1.093
H36 1.491 3.588 -1.833
H37 1.701 6.182 -2.764
H38 2.825 4.942 -3.259
H39 3.250 6.070 -1.941
H40 2.435 3.856 0.335
C16 -0.701 -3.968 -5.247
C17 0.179 -3.904 -4.035
C18 -0.309 -2.644 -3.336
O6 0.040 -5.017 -3.166
H41 -0.647 -5.019 -5.629
H42 -0.330 -3.306 -6.046
H43 -1.758 -3.800 -4.959
H44 1.250 -3.734 -4.239
H45 0.154 -2.461 -2.347
H46 -1.340 -2.881 -3.094
H47 -0.240 -1.751 -3.984
H48 0.269 -5.830 -3.682
C19 -2.906 4.190 -0.020
C20 -3.896 3.641 1.016
C21 -4.486 2.342 0.485
O7 -3.336 3.359 2.345
H49 -2.113 3.486 -0.281
H50 -2.334 5.100 0.216
H51 -3.469 4.255 -0.957
H52 -4.795 4.328 1.058
H53 -4.974 2.404 -0.449
H54 -5.069 1.885 1.257
H55 -3.604 1.702 0.281
H56 -2.546 3.890 2.517
C22 2.585 4.096 3.641
C23 1.516 3.114 3.217
C24 0.149 3.790 3.379
O8 1.740 2.856 1.782
H57 3.486 3.579 3.828
H58 2.304 4.599 4.610
H59 2.674 4.840 2.852
H60 1.463 2.141 3.728
H61 -0.667 3.127 3.040
H62 0.081 4.658 2.736
H63 -0.015 4.140 4.396
H64 1.000 2.265 1.571
C25 -0.870 -0.505 4.206
C26 -2.211 0.151 4.042
C27 -2.545 1.369 4.920
O9 -2.368 0.400 2.624
H65 -0.734 -0.909 5.205
H66 -0.052 0.134 3.867
H67 -0.869 -1.424 3.602
H68 -2.949 -0.606 4.358
H69 -1.725 2.104 4.981
H70 -2.686 1.036 5.980
H71 -3.382 1.921 4.575
H72 -2.988 1.118 2.556
C28 2.979 -1.173 -3.798
C29 3.904 0.003 -4.136
C30 3.655 1.146 -3.123
O10 5.292 -0.511 -4.117
H73 3.302 -1.406 -2.769
H74 3.030 -2.069 -4.418
H75 1.936 -0.911 -3.831
H76 3.704 0.343 -5.159
H77 3.543 0.694 -2.122
H78 2.808 1.857 -3.401
H79 4.583 1.757 -3.089
H80 5.464 -0.694 -3.197
C31 -2.163 0.305 -6.276
O11 -0.895 0.360 -5.644
C32 -0.919 0.834 -4.323
C33 -0.659 2.288 -4.237
O12 -1.716 3.040 -4.876
C34 -1.407 4.400 -5.065
H81 -2.663 1.300 -6.304
H82 -2.894 -0.407 -5.788
H83 -1.978 -0.063 -7.283
H84 -0.176 0.317 -3.746
H85 -1.850 0.756 -3.777
H86 0.318 2.536 -4.748
H87 -0.482 2.611 -3.220
H88 -1.137 4.915 -4.147
H89 -2.298 4.747 -5.552
H90 -0.557 4.546 -5.711
C35 -4.191 -1.711 0.418
O13 -5.485 -1.937 0.869
C36 -5.569 -1.309 2.156
C37 -6.852 -1.691 2.827
O14 -6.539 -2.600 3.821
C38 -7.743 -2.972 4.421
H91 -4.012 -0.622 0.288
H92 -4.050 -2.192 -0.540
H93 -3.446 -2.190 1.126
H94 -5.500 -0.216 2.098
H95 -4.675 -1.502 2.809
H96 -7.582 -2.180 2.174
H97 -7.312 -0.820 3.333
H98 -8.176 -2.087 4.954
H99 -7.454 -3.742 5.133
H100 -8.495 -3.396 3.810

No. 3
The following is a DFT calculation (ωB97M-V/def2-TZVPD) of 13 unconnected molecules or ions with the total composition C7H37NO12.

Summary:
energy relative to the best compared isomer or geometry (same formula, charge and spin): 3.006 eV
total charge: 0
HOMO-LUMO gap: 7.59 eV
molecular weight: 327.37 g/mol

Element x y z (Å)
C1 -1.860 -1.533 -1.573
C2 -0.559 -2.154 -2.083
C3 0.005 -1.427 -3.322
N1 -0.556 1.514 -2.880
C4 0.679 0.872 -2.651
C5 1.035 -0.378 -2.993
C6 1.505 2.818 -1.233
C7 1.656 1.678 -1.904
H1 -2.456 -0.977 -2.298
H2 -1.726 -0.861 -0.719
H3 -2.556 -2.305 -1.228
H4 -0.724 -3.208 -2.307
H5 0.171 -2.089 -1.274
H6 0.421 -2.175 -4.002
H7 -0.830 -1.019 -3.901
H8 -1.233 0.829 -3.197
H9 -0.872 1.900 -1.999
H10 2.065 -0.664 -3.132
H11 2.188 3.010 -0.419
H12 0.626 3.454 -1.221
H13 2.614 1.205 -1.859
H14 1.802 2.810 2.672
H15 2.184 4.038 1.724
O1 1.622 3.267 1.829
H16 -3.151 2.035 -3.143
H17 -4.108 1.552 -1.863
O2 -3.546 1.345 -2.610
H18 -0.297 0.804 4.706
H19 -0.913 -0.304 3.707
O3 -0.320 0.456 3.809
H20 2.524 1.009 2.552
H21 1.280 0.801 3.387
O4 2.171 1.222 3.417
H22 2.915 0.250 0.828
H23 4.247 0.403 0.248
O5 3.324 0.357 -0.045
H24 -0.120 -1.877 0.550
H25 0.943 -3.076 0.553
O6 0.393 -2.482 1.099
H26 3.086 -1.405 1.864
H27 1.674 -1.821 2.239
O7 2.279 -1.055 2.260
H28 2.700 -1.901 -0.866
H29 2.905 -3.437 -0.367
O8 2.313 -2.773 -0.727
H30 -1.230 -2.837 2.576
H31 -0.241 -2.294 3.660
O9 -1.165 -2.431 3.445
H32 -3.343 0.970 -0.222
H33 -2.653 2.142 0.564
O10 -3.502 1.714 0.357
H34 -4.062 -1.044 2.070
H35 -3.268 -0.865 0.921
O11 -4.130 -1.244 1.123
H36 -0.988 1.993 1.907
H37 -0.078 2.893 0.966
O12 -0.841 2.293 1.006

No. 4
The following is a DFT calculation (ωB97M-V/def2-TZVPD) of a molecular structure, C46H102N6O7.

Summary:
energy relative to the best compared isomer or geometry (same formula, charge and spin): 19.748 eV
total charge: 0
HOMO-LUMO gap: 7.97 eV
molecular weight: 851.36 g/mol

Element x y z (Å)
C1 5.043 -41.618 18.459
C2 6.415 -41.045 18.476
C3 6.733 -39.910 17.443
O1 6.563 -40.527 16.140
C4 7.543 -41.439 15.799
N1 6.670 -40.433 19.765
H1 4.904 -42.393 19.212
H2 4.801 -42.153 17.541
H3 4.288 -40.862 18.678
H4 7.061 -41.922 18.512
H5 7.707 -39.450 17.611
H6 6.014 -39.092 17.422
H7 7.416 -41.929 14.833
H8 7.736 -42.221 16.533
H9 8.429 -40.817 15.666
H10 6.547 -41.029 20.571
H11 5.949 -39.727 19.814
C5 10.548 -46.991 22.545
O2 9.460 -46.074 22.654
C6 9.076 -45.691 24.003
C7 7.879 -44.729 24.013
N2 7.950 -43.617 22.994
C8 6.675 -42.945 22.992
C9 6.790 -41.897 21.883
O3 6.356 -42.367 20.646
C10 7.387 -42.971 19.822
H12 10.962 -47.035 21.537
H13 10.192 -47.965 22.881
H14 11.531 -46.778 22.965
H15 9.966 -45.144 24.316
H16 8.768 -46.636 24.452
H17 7.751 -44.292 25.003
H18 6.988 -45.343 23.886
H19 8.250 -43.945 22.087
H20 6.358 -42.382 23.870
H21 5.850 -43.488 22.530
H22 7.737 -41.366 21.979
H23 6.141 -41.059 22.134
H24 8.003 -43.760 20.252
H25 7.968 -42.112 19.489
H26 6.752 -43.427 19.063
C11 4.413 -43.917 14.348
C12 3.634 -42.509 14.150
C13 3.294 -41.985 15.532
C14 3.124 -40.473 15.603
C15 4.397 -39.854 15.038
C16 4.718 -40.248 13.513
N3 4.652 -41.658 13.357
O4 5.024 -42.225 12.102
C17 3.742 -39.495 12.658
C18 6.144 -39.740 13.327
C19 2.285 -42.724 13.516
H27 4.804 -44.301 13.406
H28 3.877 -44.722 14.850
H29 5.337 -43.667 14.868
H30 2.312 -42.317 15.870
H31 3.848 -42.398 16.375
H32 2.834 -40.195 16.616
H33 2.246 -40.120 15.062
H34 5.178 -40.089 15.761
H35 4.257 -38.774 15.010
H36 3.863 -39.632 11.584
H37 2.754 -39.903 12.872
H38 3.628 -38.432 12.870
H39 6.205 -38.657 13.442
H40 6.900 -40.268 13.908
H41 6.422 -39.930 12.290
H42 2.566 -43.437 12.741
H43 1.968 -41.883 12.900
H44 1.406 -43.077 14.055
H45 5.884 -42.584 12.333
C20 5.101 -44.268 18.206
C21 3.684 -44.970 17.789
C22 4.035 -46.213 16.871
C23 2.870 -47.263 16.658
C24 2.302 -47.551 18.091
C25 1.883 -46.350 18.952
N4 3.035 -45.478 19.016
O5 2.752 -44.456 19.897
C26 0.575 -45.784 18.256
C27 1.663 -47.058 20.358
C28 2.935 -43.873 16.993
H46 5.627 -44.177 17.255
H47 5.777 -44.864 18.820
H48 4.842 -43.296 18.626
H49 4.482 -46.013 15.897
H50 4.759 -46.805 17.431
H51 3.203 -48.161 16.139
H52 2.112 -46.778 16.043
H53 2.848 -48.322 18.634
H54 1.380 -48.117 17.956
H55 -0.223 -46.514 18.396
H56 0.310 -44.854 18.758
H57 0.659 -45.758 17.170
H58 1.451 -46.293 21.105
H59 0.719 -47.600 20.422
H60 2.566 -47.551 20.717
H61 2.282 -44.387 16.288
H62 3.630 -43.207 16.481
H63 2.260 -43.192 17.511
H64 3.331 -44.750 20.604
C29 10.915 -36.019 21.008
C30 9.762 -35.596 20.102
C31 10.317 -35.492 18.645
C32 9.440 -35.821 17.419
C33 8.424 -36.955 17.767
C34 7.749 -36.881 19.116
N5 8.817 -36.692 20.140
O6 8.292 -36.744 21.464
C35 6.683 -35.797 19.155
C36 7.009 -38.235 19.232
C37 9.191 -34.292 20.617
H65 11.386 -36.908 20.589
H66 11.582 -35.193 21.254
H67 10.705 -36.365 22.020
H68 10.710 -34.501 18.416
H69 11.198 -36.133 18.669
H70 8.790 -34.973 17.200
H71 9.962 -36.025 16.484
H72 8.975 -37.895 17.739
H73 7.714 -37.008 16.942
H74 7.063 -34.809 18.893
H75 6.368 -35.745 20.197
H76 5.777 -36.089 18.623
H77 6.315 -38.381 18.404
H78 6.422 -38.217 20.150
H79 7.685 -39.077 19.381
H80 8.427 -33.891 19.951
H81 8.871 -34.175 21.652
H82 10.059 -33.637 20.543
H83 9.047 -37.033 21.981
C38 7.006 -43.761 14.998
C39 6.926 -45.252 14.547
C40 7.810 -45.314 13.289
C41 8.237 -46.649 12.839
C42 8.804 -47.498 13.984
C43 7.960 -47.481 15.292
N6 7.525 -46.127 15.529
O7 7.038 -45.972 16.779
C44 6.766 -48.419 15.182
C45 8.940 -47.953 16.408
C46 5.492 -45.762 14.143
H84 8.021 -43.718 15.394
H85 6.345 -43.436 15.802
H86 7.000 -43.054 14.169
H87 7.308 -44.889 12.420
H88 8.662 -44.661 13.480
H89 8.923 -46.612 11.993
H90 7.384 -47.226 12.480
H91 9.865 -47.300 14.135
H92 8.854 -48.497 13.551
H93 6.574 -48.690 14.144
H94 7.085 -49.355 15.640
H95 5.892 -48.017 15.695
H96 8.475 -47.804 17.382
H97 9.278 -48.989 16.381
H98 9.708 -47.181 16.368
H99 5.714 -46.621 13.509
H100 4.947 -45.064 13.508
H101 4.835 -46.010 14.977
H102 7.419 -45.178 17.162

Number 4 is which compound?
C46H102N6O7